1.
85
Properties=species:S:1:pos:R:3:forces:R:3 method="wB97M-V/def2-TZVPD" total_charge=+1 orbital_gap_ev=4.95 fmax_ev_per_a=3.15 e_lumo_ha=-0.1791 homo_ev=-9.8
Ti 0.0236 1.2005 0.1065 -1.25 -2.83 -0.57
C -1.4696 -2.4054 2.7403 0.05 0.04 -0.05
C -0.7133 -1.5327 1.7673 0.04 -0.06 0.06
S -1.6158 -0.2387 1.0395 0.34 0.04 -0.03
C 0.5659 -1.7634 1.3993 -0.02 -0.12 -0.07
C 1.3958 -2.9099 1.9136 -0.05 0.11 -0.06
S 1.2965 -0.8041 0.1313 -0.18 0.42 0.07
H -2.4770 -2.0232 2.8876 -0.01 -0.02 0.02
H -0.9733 -2.4223 3.7116 -0.02 0.00 0.01
H -1.5386 -3.4322 2.3768 -0.01 0.00 0.02
H 0.8491 -3.4982 2.6472 0.02 -0.03 0.00
H 2.3141 -2.5499 2.3811 0.01 -0.03 0.01
H 1.6888 -3.5624 1.0888 0.01 -0.04 0.03
C 1.5763 2.6685 -4.9195 0.01 0.00 0.00
C 2.4022 1.9482 -3.8457 -0.01 0.03 -0.02
C 3.6245 2.7997 -3.4742 -0.09 0.00 0.03
C 2.8679 0.5784 -4.3616 -0.01 0.00 0.04
C 1.5703 1.7333 -2.6520 -0.05 0.01 0.03
C 0.8810 1.5179 -1.6689 0.66 0.22 -0.67
H 2.1784 2.7959 -5.8206 0.00 0.00 -0.01
H 1.2634 3.6534 -4.5718 -0.02 -0.01 0.00
H 0.6847 2.0961 -5.1787 -0.01 0.00 -0.01
H 4.2465 2.9509 -4.3579 -0.01 0.01 0.00
H 4.2145 2.2972 -2.7109 0.07 -0.03 0.07
H 3.3165 3.7764 -3.0951 0.01 -0.02 -0.01
H 3.5298 0.7106 -5.2188 -0.01 0.01 -0.01
H 2.0177 -0.0294 -4.6759 0.00 -0.01 0.00
H 3.4062 0.0391 -3.5818 0.01 -0.01 -0.02
C -4.5408 -0.3422 -1.4820 -0.11 0.04 -0.03
N -3.3690 -0.3767 -2.3288 0.04 0.04 0.09
C -3.1515 -1.4695 -3.2764 -0.05 -0.03 -0.04
C -1.7289 -1.2050 -3.8045 0.03 -0.02 0.02
N -1.3324 -0.0292 -3.0394 -0.04 -0.07 -0.02
C -2.2870 0.3869 -2.2140 0.04 -0.13 -0.21
S -2.1619 1.7610 -1.2006 0.25 0.12 0.34
H -5.4411 -0.2102 -2.0834 0.02 0.00 -0.02
H -4.4496 0.4850 -0.7845 0.00 -0.01 0.01
H -4.6219 -1.2756 -0.9226 0.03 0.00 0.00
H -3.9006 -1.4343 -4.0677 0.00 -0.01 0.00
H -3.2422 -2.4286 -2.7634 0.02 0.01 0.03
H -1.7268 -0.9832 -4.8712 0.00 -0.01 0.00
H -1.0517 -2.0384 -3.6212 -0.01 0.00 0.03
H -0.3978 0.3587 -2.9966 -0.02 0.08 0.01
C -0.8755 5.0417 -0.0510 -0.17 0.03 -0.03
O 0.4274 4.4915 0.2587 0.10 -0.12 0.11
C 0.4690 3.3448 0.8762 -0.06 1.33 0.28
O -0.5857 2.7222 1.1743 -0.09 1.11 0.29
C 1.7406 2.6483 0.9933 -0.01 0.38 -0.64
C 2.9454 3.2834 0.9456 -0.12 -0.45 0.44
As 2.8823 4.9922 1.8965 0.12 0.09 0.13
C 4.7719 5.4191 2.2146 -0.02 0.03 -0.03
C 2.5642 3.9368 3.5825 0.08 0.11 -0.08
C 2.2398 2.6593 3.7504 -0.30 -0.20 -0.01
As 1.6080 1.2309 2.4458 0.70 -0.07 0.58
C 3.3094 0.2632 2.6072 0.00 0.06 -0.07
C 2.0197 1.9777 5.0795 -0.27 0.12 0.08
O 0.9074 1.5822 5.3217 0.08 0.04 0.02
O 3.0376 1.6506 5.8624 0.12 -0.19 -0.04
C 4.3656 2.1355 5.6575 0.10 0.02 0.10
C 2.6944 4.8137 4.7922 0.06 0.05 0.07
O 2.6980 4.4330 5.9317 -0.11 0.10 -0.02
O 2.7797 6.1016 4.4384 -0.01 -0.04 -0.08
C 2.8385 7.0423 5.5255 0.01 0.03 0.11
C 4.1228 2.4053 0.6340 0.24 -0.25 -0.19
O 4.0290 1.4347 -0.0698 -0.02 0.17 -0.08
O 5.2565 2.8119 1.2009 -0.09 0.11 0.12
C 6.4127 2.0068 0.9148 0.11 -0.11 -0.08
H -0.6724 5.9997 -0.5150 0.03 0.01 0.03
H -1.4584 5.1611 0.8590 0.04 0.01 0.02
H -1.3982 4.3849 -0.7434 0.06 -0.02 -0.02
H 5.2925 5.4259 1.2597 0.01 -0.01 0.00
H 5.2564 4.7172 2.8871 -0.02 -0.02 -0.03
H 4.7992 6.4203 2.6386 -0.06 0.00 0.00
H 4.1544 0.9311 2.7587 -0.03 0.02 0.01
H 3.4661 -0.3632 1.7347 -0.07 0.01 -0.01
H 3.1867 -0.3565 3.4979 -0.02 0.01 0.01
H 4.5204 3.0197 6.2713 0.00 -0.06 -0.03
H 4.5583 2.3719 4.6114 0.00 -0.01 0.00
H 5.0305 1.3404 5.9831 -0.01 -0.03 -0.03
H 2.8450 8.0253 5.0678 0.00 -0.01 -0.02
H 3.7413 6.8822 6.1112 0.01 -0.01 -0.02
H 1.9708 6.9196 6.1696 -0.01 0.00 -0.02
H 7.1925 2.3522 1.5852 -0.02 0.03 0.01
H 6.7153 2.1462 -0.1217 -0.04 0.00 0.00
H 6.1947 0.9538 1.0810 -0.01 0.01 0.03


2.
84
Properties=species:S:1:pos:R:3:forces:R:3 method="wB97M-V/def2-TZVPD" total_charge=+4 orbital_gap_ev="3.92 / 4.25" fmax_ev_per_a=5.52 e_lumo_ha="-0.5661 / -0.5540" homo_ev="-19.3 / -19.3"
Pb 11.1155 15.8868 14.8231 -0.89 1.11 -0.95
C 6.6420 14.6004 11.9602 0.03 -0.93 0.01
C 7.8478 14.7820 11.0637 -0.35 0.80 0.78
C 7.9896 14.4758 9.7270 0.20 0.23 1.40
C 9.1586 14.9458 9.0394 2.48 1.69 -0.59
N 10.2586 15.3945 9.6563 -1.95 -2.97 1.10
N 10.1778 15.1102 11.0328 0.04 1.17 2.83
B 11.2533 14.3668 11.7315 -1.84 0.75 -0.87
N 9.5602 12.6812 12.5146 -0.17 -2.55 1.10
N 9.7229 11.5824 12.9382 0.55 2.85 1.12
C 8.7585 10.7561 13.5868 -1.56 -0.35 0.14
C 8.6330 10.9593 14.9685 1.08 1.26 -2.01
C 9.7455 11.5935 15.6890 1.63 -3.25 0.42
C 10.8721 10.5587 15.9890 -1.19 2.15 -0.76
C 9.8987 13.0059 16.1630 -4.43 3.23 -0.67
S 11.4600 13.6476 16.6959 -0.87 -0.77 -0.08
C 7.8499 9.9267 12.6332 0.48 0.72 0.96
C 6.9468 9.2670 13.6130 -0.69 -1.40 2.59
C 7.0660 10.7842 11.7064 -0.85 1.56 -2.00
C 8.6340 8.9986 11.7523 1.27 -1.32 0.68
N 12.6039 14.6091 11.1240 1.61 -0.39 -1.31
N 12.7884 13.8692 9.9616 -2.13 0.59 3.52
C 14.0027 13.7011 9.5396 1.67 0.12 -2.37
C 15.0774 14.4746 10.0397 -0.14 -0.37 -0.06
C 14.8910 15.3684 11.0508 0.11 0.41 1.01
C 16.0434 16.1543 11.6483 -1.20 0.59 -0.33
C 13.5556 15.4464 11.6365 0.91 -0.77 -0.72
S 13.3373 16.5662 12.8946 -0.81 -0.56 0.07
C 14.2068 12.7097 8.3720 0.53 -0.56 0.34
C 12.8745 12.0923 7.9040 -0.30 1.66 -0.14
C 14.9551 13.4087 7.2035 0.33 -0.13 -0.60
C 15.1757 11.6492 9.0277 -0.56 -1.48 -0.59
C 8.9835 15.3739 11.7503 1.15 -0.28 -1.81
S 8.9495 16.4683 13.1072 0.43 -1.66 -0.29
C 9.2934 15.1433 7.5663 -1.43 -0.07 -1.97
C 8.8403 13.8514 6.7909 -0.36 0.26 -1.23
C 10.7129 15.5695 7.1091 -0.16 -0.73 -0.49
C 8.2641 16.2676 7.1999 -0.90 -0.51 1.43
H 5.8879 13.9071 11.5486 0.24 0.65 0.05
H 6.9316 14.2286 12.9557 0.27 -0.34 -0.39
H 6.2376 15.5537 12.2604 -0.55 0.50 -0.52
H 7.2166 13.9286 9.2150 -0.14 0.03 -0.25
H 7.7265 10.7214 15.5559 0.31 0.18 -0.48
H 10.5694 9.5618 15.6652 0.33 0.24 -0.10
H 11.7595 11.0047 15.4794 -0.07 -0.66 0.38
H 11.0655 10.5457 17.0798 0.03 0.19 -0.19
H 6.4551 10.0467 14.2579 0.04 -0.73 -0.83
H 6.1401 8.6620 13.1825 0.34 0.12 -0.08
H 7.5208 8.6094 14.3703 -0.83 0.70 -1.35
H 6.3002 11.3276 12.2522 -0.14 0.31 -0.10
H 7.7056 11.5071 11.1128 -0.56 -0.62 0.70
H 6.5378 10.1903 10.8961 0.65 0.37 1.18
H 9.4023 8.4892 12.3275 0.08 -0.40 0.11
H 7.9454 8.2377 11.4001 -0.02 -0.08 -0.22
H 9.1669 9.4276 10.9113 -0.27 0.50 -0.18
H 16.0692 14.3609 9.6331 0.08 -0.11 -0.16
H 16.9326 16.0882 11.0316 0.08 -0.14 0.05
H 15.7165 17.2124 11.6715 0.43 -0.31 0.07
H 16.2376 15.8524 12.6836 0.09 -0.05 -0.27
H 12.2639 12.8099 7.3107 0.42 -0.01 0.59
H 12.9956 11.3093 7.1971 0.58 -1.02 -0.26
H 12.2682 11.7823 8.7411 -0.14 -0.39 0.18
H 14.3975 14.2992 6.9007 0.09 0.02 -0.05
H 15.9821 13.7214 7.5031 -0.67 -0.29 -0.32
H 15.0405 12.7622 6.2648 -0.13 0.59 1.54
H 14.6860 11.0471 9.8292 0.04 0.48 -0.53
H 15.5476 10.8671 8.2666 -0.45 1.52 1.02
H 15.9963 12.1655 9.5154 0.44 -0.18 -0.26
H 9.5654 13.0325 6.9100 -0.40 0.07 0.24
H 7.7842 13.5370 7.0102 1.06 0.14 0.11
H 8.8128 14.0415 5.6594 0.16 0.07 1.65
H 11.4615 14.9927 7.6651 -0.01 0.07 -0.29
H 10.8501 15.3569 6.0076 -0.30 0.38 1.21
H 10.8926 16.6251 7.3098 0.01 0.00 -0.09
H 7.2155 15.9670 7.5611 1.35 0.43 -0.81
H 8.5132 17.2010 7.7226 0.01 -0.15 -0.15
H 8.2765 16.4519 6.1385 -0.17 -0.02 -0.34
Cl 11.6590 21.9014 15.5489 0.21 -1.40 -0.95
C 11.7679 20.5619 14.3786 -0.31 1.15 -1.23
Cl 10.7783 19.0980 14.9036 -0.18 -0.34 0.10
H 12.7488 20.1384 14.1934 0.27 0.41 0.62
H 11.3752 20.8839 13.3628 0.06 -0.38 1.53
O 10.9868 13.4721 12.7486 1.30 1.15 -1.16
O 8.8534 13.7667 15.9985 4.63 -2.72 0.56


3.
81
Properties=species:S:1:pos:R:3:forces:R:3 method="wB97M-V/def2-TZVPD" total_charge=0 orbital_gap_ev=7.92 fmax_ev_per_a=2.25 e_lumo_ha=-0.0155 homo_ev=-8.3
C 2.5029 -2.5968 4.3370 -0.03 -0.90 0.25
C 1.5819 -3.8125 4.1041 0.49 0.54 -0.28
C 0.8355 -3.7100 2.7629 -0.51 -0.36 0.89
C -0.5697 -4.3736 2.7586 0.36 0.91 -0.45
C -1.6037 -3.3858 2.1829 0.60 -0.76 -0.51
C -1.2396 -2.9004 0.7599 -0.46 0.54 0.05
C -2.4384 -2.8795 -0.2404 1.07 0.30 0.54
C -2.5366 -1.5510 -1.0135 -0.81 -0.41 -0.64
C -2.6112 -1.7188 -2.5504 0.27 0.29 0.07
C -1.7819 -0.6306 -3.2556 0.08 -0.81 -0.94
C -0.3967 -1.2279 -3.5852 0.08 0.75 0.64
C 0.6954 -0.1226 -3.6497 -0.32 -0.99 0.51
C 1.0775 0.1569 -2.2155 -0.15 0.08 -1.47
C 1.8176 -0.7483 -1.4801 0.25 -1.23 -0.23
S 2.4435 -2.2605 -2.2105 0.36 -0.17 -0.09
C 2.1689 -0.5473 -0.1422 0.44 -0.90 0.12
P 3.1424 -1.7584 0.8468 0.92 0.58 0.89
S 4.7223 -1.0570 1.7300 0.21 -0.03 -0.31
C 1.7223 0.6126 0.4447 0.45 0.29 0.34
C 0.9869 1.5189 -0.3126 0.27 1.32 1.80
C 0.6738 1.3298 -1.6261 -0.43 0.59 0.03
O -0.0255 2.2672 -2.3176 0.51 0.12 -0.41
C 0.8329 3.4190 -2.6147 -0.91 0.06 -0.23
C 0.5028 4.0321 -3.9620 0.11 0.87 -0.20
C 1.0279 5.5014 -3.9758 0.69 -0.52 0.60
C 2.3927 5.6670 -3.2618 -0.51 -0.10 0.16
C 0.6567 2.6625 0.6385 -0.16 0.30 -0.47
O 0.4765 3.8366 0.4529 0.01 -1.17 -0.04
N 0.6621 2.0298 1.9526 0.08 1.14 0.27
C -0.6023 1.2727 2.0550 -0.61 -0.26 1.25
C -1.3671 1.5704 3.3809 0.56 -0.38 -0.89
C -2.5288 2.5216 3.2230 -0.01 0.31 0.29
F -3.1164 2.6593 4.4474 -0.19 -0.16 0.08
Br -1.9693 4.3113 2.6943 0.48 0.01 0.83
C -3.6457 1.9865 2.2373 0.33 0.72 -0.82
F -3.4665 0.6940 1.9174 0.20 -0.28 0.34
F -4.8486 2.0940 2.7725 -0.22 0.11 0.29
Br -3.6193 2.9747 0.5496 -0.61 -0.68 -0.55
C 1.8348 1.1837 1.8771 0.16 -0.87 -0.13
O 2.6734 1.0490 2.7270 -1.42 0.14 -0.95
H 3.3147 -2.5596 3.6059 -0.17 0.21 0.03
H 2.9887 -2.7372 5.3058 -0.05 0.35 0.03
H 1.9214 -1.6738 4.3295 0.20 0.12 0.00
H 2.2255 -4.6955 4.1379 -0.31 -0.19 0.05
H 0.8676 -3.8639 4.9290 -0.02 -0.12 -0.05
H 0.6979 -2.6391 2.5671 -0.15 -0.14 -0.02
H 1.4577 -4.1152 1.9612 -0.10 0.05 -0.01
H -0.5219 -5.2660 2.1303 -0.27 -0.15 0.25
H -0.8876 -4.6104 3.7752 0.18 -0.34 -0.05
H -1.6385 -2.5204 2.8493 -0.38 -0.09 0.08
H -2.5630 -3.9077 2.1433 -0.13 0.31 0.20
H -0.3990 -3.4682 0.3511 -0.09 -0.09 -0.01
H -0.8922 -1.8625 0.8292 0.19 -0.13 0.05
H -3.3415 -3.0376 0.3480 -0.12 -0.19 -0.27
H -2.2734 -3.7036 -0.9368 -0.44 -0.06 0.02
H -1.7135 -0.8646 -0.7902 0.05 -0.20 0.17
H -3.4654 -1.0587 -0.7117 0.22 0.27 0.13
H -3.6369 -1.7440 -2.9236 -0.04 0.08 0.21
H -2.1716 -2.6835 -2.8250 -0.13 -0.01 0.00
H -1.6866 0.2703 -2.6458 -0.05 -0.04 -0.04
H -2.2290 -0.3553 -4.2156 -0.15 0.24 0.18
H -0.4187 -1.8582 -4.4771 -0.13 0.12 -0.04
H -0.1544 -1.8683 -2.7335 -0.04 -0.17 -0.16
H 1.5939 -0.4881 -4.1527 -0.13 0.22 -0.28
H 0.2543 0.7474 -4.1312 0.40 0.10 -0.04
H 1.5633 -2.5791 -3.1725 -0.02 0.44 0.19
H 2.2208 -2.2521 1.7986 0.18 0.21 -0.79
H 3.4953 -2.8495 0.0381 -0.60 0.11 -0.06
H 0.6170 4.1662 -1.8527 0.28 -0.14 0.18
H 1.8672 3.0823 -2.5693 0.05 0.15 0.10
H -0.5780 4.1207 -4.0931 -0.01 -0.41 0.05
H 0.9049 3.4816 -4.8155 0.04 -0.19 0.18
H 0.2871 6.0855 -3.4262 0.04 0.30 -0.33
H 1.1651 5.8684 -4.9921 -0.48 -0.02 -0.04
H 2.8729 6.6072 -3.5304 0.09 -0.13 -0.16
H 2.2590 5.6995 -2.1782 0.05 -0.08 -0.02
H 3.0380 4.8137 -3.4791 0.24 0.25 -0.15
H -1.2721 1.4820 1.2180 0.33 -0.01 -0.21
H -0.4231 0.1910 2.0536 0.18 0.09 -0.24
H -1.7750 0.6272 3.7528 -0.05 0.12 0.12
H -0.6341 1.9490 4.0896 -0.27 0.18 0.16


4.
102
Properties=species:S:1:pos:R:3:forces:R:3 method="wB97M-V/def2-TZVPD" total_charge=0 orbital_gap_ev=10.59 smiles="CCOC(=O)C(F)(F)F.CCOC(=O)C(F)(F)F.CCOC(=O)C(F)(F)F.CCOC(=O)C(F)(F)F.CCOC(=O)C(F)(F)F.ClCCCl.ClCCCl.ClCCCl.ClCCCl" fmax_ev_per_a=3.86 e_lumo_ha=0.0120 homo_ev=-10.3 relative_energy_kj_mol=307.3
C 1.3968 4.6469 1.3891 0.07 -0.75 -0.47
C 1.9730 4.0376 2.6233 -1.58 0.33 1.28
O 3.2554 3.5234 2.4241 1.77 -0.06 -1.46
C 3.9378 2.8683 3.3295 -0.31 0.00 2.61
O 3.5461 2.6400 4.4616 0.79 -0.10 -1.63
C 5.4422 2.5489 2.8830 -2.05 2.03 -1.12
F 5.4098 2.5462 1.4838 1.01 -0.29 1.92
F 6.2274 3.5785 3.3290 -0.57 -1.22 -0.81
F 5.8805 1.4236 3.3676 0.22 -0.21 -0.26
H 2.1123 5.1461 0.7356 -0.12 0.06 0.09
H 0.6095 5.3172 1.7340 -0.07 0.01 -0.41
H 0.9836 3.7541 0.9197 -0.27 0.76 -0.97
H 1.2828 3.2215 2.8374 0.27 -0.16 0.75
H 1.8875 4.7908 3.4065 0.79 -0.37 0.52
C -5.3576 -1.0873 -6.9907 -0.38 0.32 -0.11
C -3.8838 -1.2694 -6.7186 -0.54 -1.63 -0.25
O -3.2920 -0.1722 -5.9732 -0.38 0.01 0.58
C -3.5936 -0.0678 -4.6635 -1.81 -1.86 1.71
O -4.2566 -0.8407 -3.9510 1.95 2.17 -2.53
C -2.9738 1.2229 -4.0066 -0.17 -0.15 -0.74
F -2.0805 0.8788 -3.0979 0.11 -0.20 0.31
F -2.3376 1.9418 -4.9315 0.16 0.38 -0.33
F -3.8939 2.0266 -3.4471 0.09 -0.62 -0.18
H -5.8969 -1.0872 -6.0435 -0.23 0.65 -0.22
H -5.8553 -1.8375 -7.6051 0.69 -0.81 0.20
H -5.4911 -0.2479 -7.6731 -0.20 0.72 0.75
H -3.4116 -1.4350 -7.6870 0.73 0.87 0.26
H -3.7204 -2.2112 -6.1948 0.08 0.19 0.44
C 4.4369 -1.6604 4.4972 0.91 -0.04 -0.81
C 3.2956 -0.8506 5.0552 0.23 -0.45 -1.54
O 3.8210 -0.1514 6.1586 -1.28 0.84 2.76
C 2.9630 0.1479 7.1897 -0.93 -0.72 -1.34
O 1.8082 -0.2101 7.3218 2.08 0.60 -0.50
C 3.5997 1.0317 8.2886 -0.13 0.08 -0.61
F 3.0092 2.2287 8.3483 -0.06 0.16 -0.36
F 3.3730 0.4269 9.4216 -0.33 -0.76 1.59
F 4.9056 1.2108 8.1992 0.57 0.14 -0.54
H 5.3085 -1.0354 4.3028 0.01 0.36 0.33
H 4.2306 -2.0197 3.4890 -0.48 -0.35 0.11
H 4.8136 -2.4778 5.1122 -0.45 -0.05 0.15
H 2.4126 -1.4697 5.2143 0.09 0.17 0.76
H 3.0246 -0.1003 4.3126 -0.15 0.13 0.03
C -1.8204 -8.0167 -1.9635 0.14 0.98 1.01
C -0.7337 -6.9268 -1.7713 0.80 -2.84 -1.56
O -1.1419 -5.6395 -2.1634 -0.50 1.33 0.13
C -0.2158 -4.7314 -2.4854 2.64 -1.91 1.54
O 1.0023 -4.9270 -2.4915 -2.96 0.66 -0.19
C -0.7941 -3.3573 -2.7933 -1.57 0.06 0.10
F -2.1373 -3.2088 -2.6821 0.64 -0.37 1.06
F -0.1876 -2.4154 -2.0685 -0.17 -0.22 -0.25
F -0.6057 -3.1975 -4.0764 1.15 0.86 -1.75
H -1.3755 -8.9599 -1.6464 0.13 -0.01 -0.11
H -2.1557 -8.1217 -2.9953 -0.06 0.23 0.14
H -2.6374 -7.8369 -1.2647 -0.33 -0.02 -0.33
H 0.0230 -7.2739 -2.4749 0.45 0.43 -0.05
H -0.2434 -7.0443 -0.8049 -0.40 0.86 0.29
C -3.6618 3.0653 0.9756 0.38 -0.57 -0.62
C -4.8930 2.7620 0.1370 0.78 0.21 -0.26
O -5.3531 1.3895 0.2378 -0.10 -0.89 0.24
C -4.6027 0.4017 -0.2957 0.84 1.25 -0.46
O -3.5721 0.5223 -0.8878 0.38 0.53 -0.08
C -5.1252 -1.0141 -0.1109 -1.08 0.32 0.73
F -6.2745 -0.8954 0.5052 -1.78 -0.39 1.03
F -5.3681 -1.6718 -1.2336 0.71 0.05 -0.39
F -4.3272 -1.7322 0.6801 0.52 -0.08 -0.30
H -2.8856 2.3215 0.7951 -0.07 -0.05 0.15
H -3.8778 3.1079 2.0432 0.00 0.10 -0.11
H -3.2445 3.9996 0.6000 -0.11 0.24 0.31
H -4.7298 2.9523 -0.9238 0.21 0.04 0.03
H -5.6478 3.4663 0.4866 -0.66 -0.77 -0.14
Cl -1.6998 -0.5092 6.0747 0.15 -0.57 0.46
C -1.7244 -1.8292 4.8966 -0.16 -0.33 -2.11
C -0.3994 -2.5106 4.5666 0.47 1.10 0.37
Cl 0.3002 -3.0737 6.0871 0.50 -0.45 0.35
H -2.0402 -1.2612 4.0216 -0.04 -0.49 -0.34
H -2.4319 -2.6502 5.0130 -0.41 0.54 0.96
H 0.2796 -1.7905 4.1100 0.15 0.05 0.18
H -0.4253 -3.3702 3.8969 -0.69 0.13 0.06
Cl -1.1459 0.4139 1.8678 -0.35 0.35 -0.17
C -0.1249 0.9066 0.4599 -0.64 1.13 0.65
C 0.9430 -0.1220 0.3603 -0.67 -0.78 -1.01
Cl 2.1095 -0.0876 1.6997 0.10 0.14 -0.40
H 0.1545 1.9444 0.6419 0.62 -0.30 0.39
H -0.7308 1.0420 -0.4360 -0.23 -0.91 -0.07
H 1.3562 -0.1316 -0.6483 0.80 0.40 0.38
H 0.4018 -1.0672 0.4032 0.30 -0.19 0.28
Cl 3.5898 1.3601 -5.5260 -0.12 0.10 0.12
C 1.9733 0.6343 -5.8444 0.30 0.09 0.63
C 0.9259 1.0532 -4.8278 0.44 0.11 -0.70
Cl 1.1887 0.1432 -3.3349 -0.21 -0.26 0.08
H 2.1232 -0.4317 -5.6731 -0.07 0.00 -0.84
H 1.7108 0.9638 -6.8497 -0.07 -0.43 0.08
H -0.0393 0.7616 -5.2418 -0.08 0.20 0.24
H 0.9923 2.1244 -4.6377 -0.26 -0.11 0.18
Cl 1.9810 2.6274 -1.5280 0.62 0.47 -0.13
C 3.7225 3.0415 -1.4246 1.04 1.22 -0.81
C 4.1486 4.2160 -2.4091 -1.68 -0.35 0.88
Cl 3.3263 5.7792 -1.9031 0.47 -0.67 -0.23
H 4.3230 2.1819 -1.7223 -0.29 -0.19 0.05
H 3.9279 3.2708 -0.3790 0.00 0.13 -0.18
H 3.7553 3.9887 -3.3999 0.06 0.03 0.07
H 5.2129 4.4360 -2.4926 -0.10 -0.33 0.45